Entry 1:
72
Properties=species:S:1:pos:R:3:lowdin_spin:R:1 method="wB97M-V/def2-TZVPD" e_homo_ha="-0.420 / -0.420" homo_lumo_gap_ev="6.549 / 6.750" multiplicity=2 lumo_energy_ev="-4.887 / -4.688" total_charge=+1
Ir -0.167 0.510 0.693 0.712
C -2.744 -1.323 1.223 0.004
O -2.404 0.076 1.414 0.121
Si -1.672 -2.051 -0.175 0.002
C -2.790 -2.974 -1.349 -0.002
C -0.474 -3.287 0.585 0.001
C -0.760 -0.517 -0.919 0.001
Si 0.864 -1.028 -1.887 0.010
C 0.569 -2.712 -2.642 0.000
C 1.385 0.106 -3.284 0.000
C 2.335 -1.102 -0.705 0.022
Si -1.939 0.516 -2.055 0.003
C -2.193 -0.444 -3.639 0.000
C -3.637 0.842 -1.304 0.000
C -1.277 2.217 -2.428 0.000
H -3.816 -1.391 1.033 0.002
H -2.906 0.570 0.751 0.000
H -2.575 -1.811 2.183 0.000
H -3.141 -3.858 -0.813 0.000
H -2.280 -3.321 -2.245 0.000
H -3.661 -2.397 -1.655 0.000
H -0.766 -3.508 1.613 0.000
H 0.567 -2.967 0.597 0.000
H -0.512 -4.223 0.030 0.000
H -0.384 -2.750 -3.168 0.000
H 0.590 -3.524 -1.920 0.000
H 1.351 -2.907 -3.377 0.000
H 0.693 0.109 -4.123 0.000
H 2.334 -0.288 -3.655 0.000
H 1.560 1.138 -2.995 0.000
H 2.351 -1.972 -0.046 0.000
H 2.500 -0.234 -0.076 0.008
H 3.228 -1.147 -1.335 0.002
H -2.751 -1.366 -3.492 0.000
H -1.263 -0.696 -4.141 0.000
H -2.769 0.185 -4.321 0.000
H -4.147 -0.016 -0.870 0.000
H -4.270 1.182 -2.127 0.000
H -3.643 1.673 -0.592 0.000
H -0.337 2.237 -2.970 0.000
H -1.175 2.829 -1.530 0.000
H -2.028 2.696 -3.061 0.000
C 1.504 2.681 -0.905 0.024
C 0.530 3.186 0.108 0.015
C 0.254 4.441 0.452 0.000
C -0.687 4.414 1.561 0.002
C -0.984 3.150 1.875 0.002
C -1.802 2.705 3.049 0.001
N -0.238 2.309 0.961 0.022
H 2.532 2.822 -0.570 0.000
H 1.384 3.196 -1.857 0.001
H 1.377 1.619 -1.105 0.014
H 0.679 5.319 -0.005 0.000
H -1.064 5.272 2.093 0.000
H -2.580 3.446 3.227 0.000
H -1.200 2.658 3.959 0.000
H -2.284 1.749 2.920 0.000
C 0.379 -0.177 2.536 0.005
C 1.810 -0.543 2.683 0.007
C 2.756 0.484 2.759 0.006
C 4.100 0.189 2.885 0.000
C 4.502 -1.146 2.948 0.003
C 3.565 -2.176 2.899 0.000
C 2.222 -1.871 2.766 0.003
C 5.897 -1.459 3.080 0.000
N 7.014 -1.702 3.180 0.001
H -0.318 -0.971 2.812 0.001
H 0.144 0.713 3.117 0.002
H 2.438 1.518 2.702 0.000
H 4.835 0.979 2.938 0.000
H 3.892 -3.204 2.964 0.000
H 1.495 -2.672 2.743 0.000



Entry 2:
71
Properties=species:S:1:pos:R:3:nbo_charge:R:1 method="wB97M-V/def2-TZVPD" e_homo_ha=-0.374 homo_lumo_gap_ev=8.160 smiles=O[C@H](COc1ccc(OC[C@@H](O)C[NH+]2CCCCCC2)cc1)CN1CCCCCC1 multiplicity=1 lumo_energy_ev=-2.025 total_charge=+1
O 1.270 0.117 0.343 -0.729
C 1.841 -1.050 -0.203 0.075
C 1.949 -2.164 0.865 -0.113
O 0.966 -2.056 1.875 -0.485
C -0.340 -2.074 1.534 0.318
C -1.228 -1.538 2.472 -0.218
C -2.564 -1.406 2.174 -0.270
C -3.048 -1.816 0.933 0.305
O -4.369 -1.452 0.666 -0.550
C -5.010 -1.959 -0.483 -0.095
C -4.682 -1.151 -1.759 0.059
O -5.423 -1.598 -2.852 -0.682
C -4.939 0.360 -1.535 -0.236
N -4.031 0.996 -0.549 -0.411
C -4.512 2.347 -0.149 -0.221
C -4.307 2.587 1.343 -0.417
C -2.871 2.936 1.722 -0.397
C -1.838 1.912 1.259 -0.424
C -1.654 1.892 -0.259 -0.437
C -2.614 0.976 -1.018 -0.229
C -2.200 -2.454 0.044 -0.315
C -0.854 -2.586 0.347 -0.271
C 3.237 -0.805 -0.825 -0.237
N 4.219 -0.485 0.183 -0.493
C 4.305 0.918 0.562 -0.212
C 5.645 1.629 0.341 -0.418
C 6.219 1.476 -1.068 -0.404
C 7.082 0.225 -1.217 -0.392
C 6.285 -1.074 -1.164 -0.419
C 5.450 -1.245 0.116 -0.209
H 1.807 0.366 1.106 0.476
H 1.153 -1.340 -1.004 0.171
H 2.894 -2.037 1.400 0.225
H 1.937 -3.151 0.390 0.181
H -0.838 -1.207 3.421 0.237
H -3.251 -0.979 2.888 0.231
H -4.775 -3.015 -0.644 0.210
H -6.082 -1.876 -0.272 0.197
H -3.641 -1.306 -2.056 0.194
H -6.364 -1.647 -2.641 0.475
H -5.967 0.474 -1.178 0.216
H -4.847 0.874 -2.496 0.239
H -4.083 0.388 0.292 0.487
H -5.578 2.413 -0.374 0.227
H -3.997 3.100 -0.744 0.226
H -4.634 1.702 1.894 0.205
H -4.955 3.411 1.647 0.242
H -2.615 3.912 1.305 0.205
H -2.819 3.026 2.807 0.227
H -2.087 0.915 1.623 0.214
H -0.880 2.178 1.705 0.235
H -1.708 2.912 -0.639 0.206
H -0.652 1.518 -0.476 0.271
H -2.607 1.248 -2.076 0.222
H -2.254 -0.049 -0.916 0.240
H -2.558 -2.859 -0.889 0.225
H -0.215 -3.088 -0.360 0.228
H 3.524 -1.725 -1.336 0.209
H 3.128 -0.013 -1.581 0.193
H 4.067 1.001 1.635 0.180
H 3.538 1.466 0.007 0.194
H 6.381 1.280 1.067 0.200
H 5.469 2.688 0.550 0.218
H 6.841 2.346 -1.289 0.217
H 5.409 1.458 -1.801 0.192
H 7.609 0.269 -2.173 0.213
H 7.836 0.220 -0.427 0.196
H 6.980 -1.913 -1.230 0.215
H 5.623 -1.127 -2.031 0.193
H 6.052 -0.985 0.988 0.202
H 5.177 -2.302 0.211 0.194



Entry 3:
74
Properties=species:S:1:pos:R:3:nbo_charge:R:1 method="wB97M-V/def2-TZVPD" e_homo_ha=-0.334 homo_lumo_gap_ev=9.696 smiles="CC(C)C[C@@H](NC(=O)[C@H]1CC[C@H](CNC(=O)[C@@H]2CCCN2C(=O)OC(C)(C)C)CC1)C(=O)O" multiplicity=1 lumo_energy_ev=0.613 total_charge=0
C -4.369 -1.051 2.668 -0.605
C -5.889 -1.079 2.531 -0.208
C -6.477 0.273 2.924 -0.623
C -6.350 -1.524 1.134 -0.387
C -6.134 -0.505 -0.001 -0.176
N -4.751 -0.323 -0.366 -0.621
C -4.134 0.881 -0.266 0.711
O -4.635 1.817 0.322 -0.637
C -2.746 0.914 -0.887 -0.316
C -1.743 0.260 0.071 -0.387
C -0.334 0.307 -0.514 -0.392
C 0.090 1.751 -0.789 -0.222
C 1.504 1.816 -1.377 -0.217
N 2.503 1.402 -0.421 -0.630
C 3.524 2.179 -0.042 0.672
O 3.730 3.304 -0.451 -0.638
C 4.440 1.488 0.999 -0.120
C 5.543 2.433 1.486 -0.423
C 6.832 1.614 1.412 -0.404
C 6.560 0.663 0.250 -0.211
N 5.151 0.362 0.401 -0.434
C 4.586 -0.850 0.267 0.918
O 3.408 -1.061 0.513 -0.707
O 5.464 -1.758 -0.182 -0.532
C 5.046 -3.120 -0.442 0.275
C 3.959 -3.147 -1.516 -0.645
C 4.564 -3.784 0.847 -0.644
C 6.317 -3.801 -0.953 -0.614
C -0.911 2.405 -1.742 -0.398
C -2.323 2.354 -1.172 -0.378
C -6.892 -0.995 -1.224 0.796
O -6.369 -1.434 -2.214 -0.605
O -8.214 -0.911 -1.075 -0.679
H -3.928 -1.981 2.314 0.201
H -3.951 -0.225 2.102 0.209
H -4.094 -0.919 3.712 0.208
H -6.275 -1.838 3.224 0.198
H -6.016 1.073 2.350 0.228
H -7.552 0.291 2.759 0.204
H -6.290 0.467 3.977 0.212
H -5.841 -2.454 0.867 0.205
H -7.423 -1.727 1.179 0.220
H -6.530 0.470 0.298 0.263
H -4.367 -1.032 -0.974 0.412
H -2.765 0.346 -1.824 0.205
H -1.759 0.799 1.021 0.208
H -2.029 -0.776 0.266 0.209
H 0.360 -0.167 0.182 0.212
H -0.310 -0.258 -1.449 0.193
H 0.090 2.305 0.156 0.202
H 1.563 1.179 -2.268 0.185
H 1.748 2.842 -1.662 0.233
H 2.464 0.454 -0.060 0.433
H 3.805 1.114 1.810 0.224
H 5.584 3.283 0.801 0.246
H 5.343 2.807 2.487 0.220
H 6.975 1.044 2.331 0.200
H 7.710 2.233 1.243 0.219
H 6.726 1.164 -0.710 0.193
H 7.148 -0.253 0.285 0.228
H 4.297 -2.615 -2.402 0.213
H 3.736 -4.176 -1.785 0.214
H 3.053 -2.675 -1.146 0.239
H 5.339 -3.730 1.608 0.211
H 4.330 -4.828 0.656 0.214
H 3.673 -3.284 1.216 0.241
H 6.671 -3.302 -1.851 0.216
H 7.097 -3.749 -0.198 0.214
H 6.113 -4.843 -1.181 0.214
H -0.626 3.443 -1.920 0.214
H -0.885 1.883 -2.702 0.192
H -2.374 2.922 -0.242 0.217
H -3.027 2.808 -1.873 0.214
H -8.670 -1.242 -1.865 0.501



Taking the records one at a time from the top gives energy relative to the best compared isomer or geometry (same formula, charge and spin) values of 0.6, 30.3, 21.4 kJ/mol.